Below is a 3-piece molecular cluster, H6O3 overall, with properties calculated with ωB97M-V with the def2-TZVPD basis set.

Geometry as ORCA input:
```
! RIJCOSX wB97M-V def2-TZVPD def2/J DEFGRID3
* xyz 0 1
O -1.122 -1.116 -0.268
H -1.444 -1.471 0.553
H -1.299 -0.150 -0.179
O 1.699 -0.380 -0.252
H 0.846 -0.834 -0.565
H 1.670 -0.597 0.824
O -0.448 1.484 -0.250
H -0.314 1.936 0.583
H 0.412 1.128 -0.447
*
```

* energy above the lowest of the compared OMol25 structures with the same formula, charge and spin: 0.549 eV
* HOMO-LUMO gap: 12.0 eV
* SMILES: O.O.O